1.
{"formula": "C24H76ClN13O4P4", "method": "ωB97M-V with the def2-TZVPD basis set", "mol_weight_g_mol": 770.3, "largest_force_ha_per_bohr": 0.0406, "lumo_ha": 0.024, "orbital_gap_ev": 8.1, "total_charge": 0, "elements": ["N", "H", "H", "H", "H", "Cl", "O", "P", "N", "C", "C", "N", "C", "C", "N", "C", "C", "H", "H", "H", "H", "H", "H", "H", "H", "H", "H", "H", "H", "H", "H", "H", "H", "H", "H", "O", "P", "N", "C", "C", "N", "C", "C", "N", "C", "C", "H", "H", "H", "H", "H", "H", "H", "H", "H", "H", "H", "H", "H", "H", "H", "H", "H", "H", "O", "P", "N", "C", "C", "N", "C", "C", "N", "C", "C", "H", "H", "H", "H", "H", "H", "H", "H", "H", "H", "H", "H", "H", "H", "H", "H", "H", "H", "O", "P", "N", "C", "C", "N", "C", "C", "N", "C", "C", "H", "H", "H", "H", "H", "H", "H", "H", "H", "H", "H", "H", "H", "H", "H", "H", "H", "H"], "coordinates": [[-13.223, -12.259, -0.970], [-13.957, -11.830, -1.535], [-13.020, -13.195, -1.325], [-13.592, -12.396, -0.016], [-12.392, -11.637, -0.950], [-13.722, -14.147, 1.385], [-12.231, -14.185, -2.829], [-11.882, -15.450, -3.514], [-12.929, -15.798, -4.786], [-13.518, -17.133, -5.020], [-13.382, -14.680, -5.604], [-11.803, -16.848, -2.571], [-13.076, -17.059, -1.848], [-10.593, -16.983, -1.743], [-10.377, -15.364, -4.290], [-9.885, -16.433, -5.116], [-9.396, -14.312, -3.943], [-14.391, -17.329, -4.400], [-12.776, -17.908, -4.849], [-13.845, -17.110, -6.059], [-12.577, -14.044, -5.963], [-14.097, -14.140, -4.976], [-14.011, -14.994, -6.439], [-13.959, -17.105, -2.474], [-13.022, -18.109, -1.535], [-13.226, -16.376, -1.011], [-9.703, -17.024, -2.362], [-10.602, -16.173, -1.009], [-10.664, -17.901, -1.158], [-10.658, -16.946, -5.700], [-9.059, -16.152, -5.765], [-9.539, -17.319, -4.552], [-9.080, -14.579, -2.925], [-9.869, -13.335, -3.976], [-8.457, -14.352, -4.490], [-11.336, -10.305, -0.762], [-10.269, -9.779, 0.132], [-10.015, -10.798, 1.446], [-8.740, -11.264, 1.943], [-11.190, -11.504, 2.001], [-10.581, -8.243, 0.751], [-10.116, -7.910, 2.109], [-10.794, -7.095, -0.105], [-8.798, -9.601, -0.661], [-7.590, -9.096, -0.004], [-8.564, -10.423, -1.837], [-8.809, -12.093, 2.649], [-8.269, -10.374, 2.369], [-8.082, -11.785, 1.231], [-11.148, -12.567, 1.793], [-12.092, -10.956, 1.725], [-11.243, -11.281, 3.076], [-9.559, -8.699, 2.600], [-9.343, -7.144, 1.932], [-10.845, -7.395, 2.732], [-10.973, -7.425, -1.129], [-11.742, -6.607, 0.144], [-9.964, -6.391, -0.016], [-6.936, -9.913, 0.300], [-7.091, -8.398, -0.674], [-7.891, -8.566, 0.895], [-7.966, -11.323, -1.640], [-8.046, -9.781, -2.555], [-9.451, -10.835, -2.313], [-15.717, -11.858, -2.387], [-17.143, -12.229, -2.569], [-17.430, -13.831, -2.991], [-18.730, -14.252, -3.519], [-16.492, -14.901, -2.655], [-17.913, -11.368, -3.781], [-19.303, -10.915, -3.868], [-16.998, -10.757, -4.728], [-18.167, -11.933, -1.267], [-18.328, -10.522, -0.831], [-18.124, -12.802, -0.089], [-19.479, -13.541, -3.167], [-18.918, -15.303, -3.330], [-18.738, -14.073, -4.603], [-15.773, -14.991, -3.470], [-16.986, -15.836, -2.401], [-15.885, -14.619, -1.789], [-19.369, -9.842, -3.676], [-19.627, -11.124, -4.887], [-19.942, -11.430, -3.157], [-16.117, -11.381, -4.876], [-17.462, -10.503, -5.683], [-16.559, -9.803, -4.399], [-19.386, -10.298, -0.693], [-17.785, -10.385, 0.104], [-17.940, -9.835, -1.582], [-18.369, -13.828, -0.343], [-18.832, -12.454, 0.673], [-17.215, -12.625, 0.502], [-16.524, -6.959, 1.758], [-16.228, -8.095, 2.651], [-17.626, -8.867, 3.354], [-18.785, -8.933, 2.470], [-17.946, -8.398, 4.718], [-15.115, -7.772, 3.878], [-13.719, -8.096, 3.643], [-15.342, -6.797, 4.946], [-15.609, -9.420, 1.811], [-15.272, -10.694, 2.428], [-14.926, -9.128, 0.545], [-18.503, -9.130, 1.439], [-19.485, -8.108, 2.617], [-19.300, -9.855, 2.768], [-18.720, -8.982, 5.225], [-18.280, -7.361, 4.658], [-17.087, -8.614, 5.350], [-13.060, -7.511, 4.282], [-13.516, -9.150, 3.867], [-13.397, -7.959, 2.607], [-14.637, -5.961, 4.870], [-16.345, -6.397, 4.849], [-15.080, -7.253, 5.905], [-14.195, -10.831, 2.557], [-15.837, -10.780, 3.353], [-15.556, -11.506, 1.751], [-13.891, -8.807, 0.712], [-15.443, -8.331, 0.016], [-14.922, -10.031, -0.067]], "mulliken_charge": [1.4161, 0.2504, 0.1643, -0.2710, 0.2824, -0.7238, -0.9606, 0.1045, 0.6265, -1.1574, -1.1673, 0.0677, -0.8444, -0.8824, 0.2748, -0.9540, -1.0397, 0.1807, 0.3551, 0.5058, 0.2589, 0.3161, 0.3652, 0.0975, 0.3911, 0.3150, 0.2337, 0.3017, 0.3632, 0.2303, 0.4135, 0.3002, 0.3250, 0.2636, 0.3700, -1.3429, -0.1605, 0.5744, -0.9976, -0.7366, 0.7084, -1.0705, -1.2062, 0.5216, -1.0015, -1.1288, 0.3761, 0.3708, 0.1986, 0.5213, -0.2885, 0.4171, 0.2529, 0.3928, 0.2843, 0.3774, 0.3145, 0.3205, 0.3342, 0.3308, 0.2644, 0.3073, 0.3822, 0.2663, -0.9818, -0.1502, 0.5276, -0.9212, -1.2788, 0.5320, -1.1884, -0.8680, 0.1934, -0.5132, -1.0701, 0.2925, 0.3449, 0.2731, 0.4642, 0.4093, 0.2655, 0.3592, 0.3616, 0.3907, 0.1706, 0.3533, 0.2642, 0.3055, -0.3087, 0.3774, 0.3243, 0.4289, 0.2620, -0.9761, 0.3875, 0.3391, -0.9984, -1.0730, 0.1145, -1.0012, -1.1093, 0.8232, -0.1487, -0.5674, 0.2572, 0.3278, 0.3657, 0.3534, 0.3557, 0.2831, 0.5920, 0.2335, 0.1114, 0.4060, 0.3595, 0.3496, -0.2023, 0.4738, -0.3516, -0.0530, 0.3578, 0.0148]}


2.
{"formula": "C24H76N6O11", "method": "ωB97M-V with the def2-TZVPD basis set", "mol_weight_g_mol": 624.9, "largest_force_ha_per_bohr": 0.0890, "lumo_ha": [-0.090, -0.294], "spin_multiplicity": 2, "orbital_gap_ev": [8.3, 2.7], "total_charge": 1, "elements": ["C", "C", "C", "O", "C", "N", "H", "H", "H", "H", "H", "H", "H", "H", "H", "H", "H", "C", "C", "C", "O", "C", "N", "H", "H", "H", "H", "H", "H", "H", "H", "H", "H", "H", "C", "C", "C", "O", "C", "N", "H", "H", "H", "H", "H", "H", "H", "H", "H", "H", "H", "C", "C", "C", "O", "C", "N", "H", "H", "H", "H", "H", "H", "H", "H", "H", "H", "H", "C", "C", "C", "O", "C", "N", "H", "H", "H", "H", "H", "H", "H", "H", "H", "H", "H", "C", "C", "C", "O", "C", "N", "H", "H", "H", "H", "H", "H", "H", "H", "H", "H", "H", "O", "H", "H", "O", "H", "H", "O", "H", "H", "O", "H", "H", "O", "H", "H"], "coordinates": [[-0.612, -19.942, 1.710], [0.496, -18.995, 1.200], [1.506, -19.607, 0.105], [0.794, -20.261, -0.988], [0.286, -19.442, -2.061], [-0.159, -17.801, 0.766], [-1.299, -19.608, 2.487], [-0.079, -20.847, 2.002], [-1.148, -20.413, 0.885], [1.188, -18.696, 1.987], [2.063, -20.324, 0.709], [2.162, -18.783, -0.176], [-0.121, -18.470, -1.787], [-0.497, -19.947, -2.627], [1.144, -19.192, -2.685], [-0.694, -17.960, -0.076], [-0.851, -17.648, 1.485], [6.587, -20.307, -6.364], [5.635, -21.489, -6.239], [4.563, -21.321, -5.133], [3.708, -22.427, -5.090], [2.681, -22.300, -4.091], [5.068, -21.696, -7.516], [7.440, -20.437, -5.699], [6.061, -19.365, -6.206], [7.098, -20.230, -7.324], [6.178, -22.374, -5.909], [4.041, -20.379, -5.303], [5.071, -21.194, -4.177], [1.995, -23.143, -4.004], [2.153, -21.355, -4.216], [3.063, -22.238, -3.072], [4.767, -20.807, -7.889], [4.182, -22.099, -7.245], [-3.252, -18.549, -2.660], [-3.280, -18.729, -1.161], [-3.569, -17.429, -0.379], [-3.557, -17.579, 1.033], [-4.088, -16.410, 1.547], [-4.340, -19.694, -0.843], [-2.593, -17.729, -2.945], [-4.219, -18.416, -3.144], [-2.774, -19.385, -3.172], [-2.351, -19.175, -0.804], [-4.480, -16.949, -0.737], [-2.775, -16.739, -0.663], [-5.121, -16.318, 1.211], [-3.520, -15.504, 1.333], [-4.151, -16.377, 2.635], [-4.611, -19.665, 0.129], [-5.214, -19.510, -1.315], [2.291, -23.301, 1.534], [1.710, -24.068, 0.348], [0.193, -24.249, 0.483], [-0.121, -24.845, 1.787], [0.201, -26.260, 1.900], [1.919, -23.345, -0.928], [3.234, -22.861, 1.209], [2.227, -23.958, 2.401], [1.588, -22.495, 1.742], [2.211, -25.033, 0.275], [-0.359, -24.737, -0.320], [-0.292, -23.273, 0.516], [1.268, -26.219, 2.118], [0.199, -26.744, 0.923], [-0.246, -26.833, 2.712], [2.913, -23.367, -1.108], [1.511, -22.422, -0.982], [-3.176, -25.343, 2.933], [-3.689, -23.895, 2.814], [-4.034, -23.331, 4.260], [-5.205, -23.978, 4.736], [-5.564, -23.550, 6.113], [-2.552, -23.231, 2.092], [-2.928, -25.629, 1.911], [-4.070, -25.920, 3.167], [-2.308, -25.540, 3.561], [-4.631, -23.831, 2.268], [-4.109, -22.244, 4.240], [-3.234, -23.532, 4.973], [-6.068, -22.590, 6.004], [-4.838, -23.707, 6.911], [-6.383, -24.208, 6.403], [-1.663, -23.303, 2.565], [-2.746, -22.249, 1.963], [4.749, -20.274, -1.092], [5.907, -21.061, -0.269], [6.514, -22.151, -1.101], [5.677, -23.292, -1.184], [5.756, -24.102, -2.377], [6.936, -20.166, 0.177], [3.974, -20.979, -1.393], [5.151, -19.841, -2.008], [4.400, -19.459, -0.459], [5.491, -21.656, 0.544], [7.454, -22.527, -0.697], [6.719, -21.701, -2.073], [6.735, -24.550, -2.544], [5.362, -23.465, -3.169], [5.077, -24.934, -2.193], [6.440, -19.522, 0.776], [7.224, -19.538, -0.560], [0.776, -15.152, 1.088], [0.756, -15.077, 2.042], [0.587, -16.074, 0.916], [-3.730, -20.046, 2.750], [-3.383, -19.428, 2.107], [-4.497, -20.430, 2.324], [3.151, -17.099, -2.601], [2.610, -17.157, -3.389], [2.817, -16.332, -2.136], [-2.128, -20.523, 5.175], [-2.549, -20.106, 4.423], [-1.636, -21.253, 4.800], [-0.526, -15.821, -1.660], [-0.439, -15.845, -2.613], [0.332, -16.094, -1.334]], "mulliken_spin": [-0.0003, 0.0008, -0.0002, 0.0000, 0.0000, 0.0001, 0.0022, -0.0029, 0.0010, 0.0001, 0.0001, 0.0000, -0.0001, 0.0000, 0.0000, 0.0000, 0.0000, 0.0000, 0.0000, -0.0001, 0.0000, -0.0001, 0.0000, 0.0000, 0.0000, 0.0000, 0.0000, 0.0000, 0.0000, 0.0000, 0.0000, 0.0001, 0.0000, 0.0000, 0.0000, -0.0003, 0.0002, 0.0001, 0.0001, 0.0002, 0.0000, 0.0000, 0.0000, 0.0002, 0.0001, -0.0001, 0.0000, 0.0000, 0.0000, -0.0002, 0.0000, 0.0002, 0.0062, 0.0117, 0.0459, -0.0017, 0.0006, -0.0007, -0.0001, -0.0005, -0.0002, 0.0058, -0.0170, 0.0048, -0.0001, 0.0009, 0.0002, -0.0003, 0.0218, 0.0086, 0.1462, 0.0077, 0.0100, 0.7636, -0.0028, 0.0008, -0.0037, 0.0224, -0.0104, 0.0033, 0.0001, -0.0004, 0.0014, -0.0122, -0.0203, 0.0000, 0.0001, 0.0000, 0.0000, 0.0000, 0.0000, 0.0000, 0.0000, 0.0000, 0.0000, 0.0000, 0.0000, 0.0000, 0.0000, 0.0000, 0.0000, 0.0000, 0.0000, 0.0000, -0.0001, 0.0037, 0.0005, 0.0005, 0.0000, 0.0000, 0.0000, 0.0030, -0.0015, 0.0006, 0.0000, 0.0000, 0.0000]}


Number 1: E_tot -103365.8318 eV. Number 2: E_tot -57569.9322 eV.